This record from the OMol25 dataset describes the molecule C5H10ClO4P. The level of theory is ωB97M-V/def2-TZVPD.

Geometry as XYZ:
```
21
Properties=species:S:1:pos:R:3
C 2.35 -0.38 -1.25
C 0.82 -2.25 -0.46
C -0.70 1.59 -1.80
C -0.86 0.71 2.74
C 1.53 -0.92 -0.08
O 1.79 0.22 -2.10
O 1.19 1.72 0.48
O -0.81 0.70 -0.68
O -0.33 -0.12 1.70
P 0.42 0.48 0.38
Cl 2.76 -1.14 1.21
H 3.42 -0.64 -1.00
H 0.06 -2.35 0.17
H 1.45 -3.00 -0.34
H 0.44 -1.97 -1.42
H -1.36 2.32 -1.53
H -0.90 0.99 -2.64
H 0.27 1.95 -1.86
H -1.18 0.04 3.47
H -1.60 1.42 2.18
H -0.02 1.42 3.17
```

Computed properties:
total energy: -35348.3855 eV
structure (SMILES): COP(=O)(OC)[C@](C)(Cl)C=O
largest force on an atom: 5.88 eV/A
orbital gap: 10.9810 eV
energy relative to the best compared isomer or geometry (same formula, charge and spin): 12.8 kcal/mol
E_HOMO: -10.426 eV